Here is a 9-piece molecular cluster, C30H60Cl4O14S7 overall at a distorted geometry from OMol25. Energies are from ωB97M-V/def2-TZVPD.

Cartesian coordinates (Å):
1 C 3.4996 -0.1713 3.6845
2 C 4.3443 -1.3336 4.1288
3 C 4.5411 -2.4061 3.0027
4 S 3.5878 -1.7974 1.6247
5 O 2.3022 -2.4535 1.8518
6 O 4.2788 -1.7826 0.3407
7 C 3.4169 -0.1014 2.2303
8 H 3.8895 0.7990 4.0917
9 H 2.4989 -0.3906 4.0115
10 H 3.9741 -1.7785 5.0594
11 H 5.3228 -0.9194 4.2809
12 H 4.0903 -3.3563 3.2379
13 H 5.5882 -2.5553 2.7430
14 H 2.5181 0.4135 1.9221
15 H 4.2580 0.5248 1.7594
16 C -0.0868 -4.3348 -2.5621
17 C 1.1463 -3.6157 -2.0817
18 C 1.2830 -4.0562 -0.6280
19 S -0.2712 -3.8139 0.0451
20 O -0.4463 -2.4254 0.3291
21 O -0.4967 -4.7968 1.0683
22 C -1.1658 -4.1135 -1.4979
23 H 0.1177 -5.3843 -2.7442
24 H -0.4437 -3.9745 -3.5256
25 H 0.9969 -2.5396 -2.1544
26 H 2.0414 -3.8379 -2.6093
27 H 2.0640 -3.4873 -0.0853
28 H 1.4595 -5.1655 -0.6306
29 H -1.9483 -3.3368 -1.6826
30 H -1.7925 -5.0055 -1.3847
31 C -4.9655 2.5468 -4.0035
32 C -5.6679 3.1300 -2.7785
33 C -6.7229 2.0810 -2.3858
34 S -5.9933 0.4464 -2.8385
35 O -6.8510 -0.1594 -3.7782
36 O -5.6975 -0.2834 -1.6228
37 C -4.5342 1.1228 -3.6439
38 H -4.0898 3.0951 -4.1988
39 H -5.6113 2.4679 -4.9032
40 H -6.1270 4.1083 -2.8842
41 H -4.9828 3.1512 -1.8915
42 H -7.6805 2.1078 -2.9114
43 H -6.9081 2.1601 -1.3440
44 H -4.4776 0.4403 -4.5447
45 H -3.6319 1.1079 -3.0076
46 C -0.2518 5.2127 -0.8055
47 C 0.9328 4.3150 -1.3757
48 C 0.6005 4.0092 -2.8684
49 S -0.8210 5.0020 -3.3880
50 O -2.0286 4.1927 -3.3555
51 O -0.3943 5.7908 -4.5305
52 C -0.7994 6.0602 -1.9183
53 H 0.0574 5.8596 -0.0012
54 H -1.0380 4.5699 -0.4421
55 H 1.2083 3.4613 -0.7582
56 H 1.9054 4.8725 -1.2579
57 H 0.2016 3.0198 -2.9892
58 H 1.3631 4.2355 -3.6361
59 H -1.8162 6.5777 -1.8029
60 H -0.0549 6.7751 -2.1979
61 C 6.0040 -1.9052 -2.5845
62 C 5.1044 -3.1259 -2.5378
63 C 5.8890 -4.3585 -2.8518
64 S 7.4039 -4.0745 -1.9265
65 O 8.6128 -4.5188 -2.6082
66 O 7.1398 -4.5645 -0.5827
67 C 7.3124 -2.2892 -1.8560
68 H 5.5504 -1.0328 -2.1470
69 H 6.2650 -1.7191 -3.6627
70 H 4.2651 -3.0419 -3.2720
71 H 4.5785 -3.1537 -1.5648
72 H 6.2243 -4.2897 -3.8945
73 H 5.3984 -5.3348 -2.6409
74 H 8.2328 -1.9317 -2.3924
75 H 7.2757 -1.9822 -0.7951
76 C -1.0047 2.3325 4.7656
77 C -1.0281 3.8476 4.3592
78 C -0.9922 3.8694 2.7793
79 S 0.2999 2.7274 2.3700
80 O 1.5695 3.3721 2.6606
81 O 0.2546 2.0255 1.1289
82 C -0.0666 1.6661 3.7913
83 H -1.9909 1.8555 4.5960
84 H -0.7068 2.0891 5.7877
85 H -0.0048 4.1897 4.5544
86 H -1.8246 4.4840 4.8368
87 H -0.7433 4.8536 2.4371
88 H -1.9376 3.5432 2.3375
89 H 0.9580 1.4596 4.1541
90 H -0.4823 0.6641 3.4839
91 C -5.5321 -0.9235 1.9550
92 C -4.1572 -1.5983 1.5015
93 C -3.3694 -0.5554 0.7171
94 S -3.8450 1.0434 1.2421
95 O -3.8171 1.9865 0.1682
96 O -3.1938 1.3964 2.5214
97 C -5.5203 0.6125 1.6108
98 H -5.6901 -0.9942 3.0248
99 H -6.3307 -1.3534 1.3643
100 H -4.5151 -2.2711 0.7124
101 H -3.5341 -2.1025 2.2180
102 H -3.6684 -0.4879 -0.3617
103 H -2.2907 -0.6970 0.8367
104 H -6.0613 0.8215 0.6720
105 H -6.0068 1.2029 2.3874
106 C 0.6364 -3.6501 4.2062
107 Cl 2.1632 -3.9228 5.0557
108 Cl -0.1287 -2.2382 4.9445
109 H 0.7761 -3.4517 3.1432
110 H 0.0046 -4.4751 4.3737
111 C 0.0658 0.4188 -1.2971
112 Cl 1.7537 0.0755 -0.8120
113 Cl -0.3171 -0.0332 -2.8874
114 H -0.5580 -0.2170 -0.6952
115 H -0.1121 1.4765 -1.0882

Forces on the atoms, in the same order (eV/Å):
C -0.4 0.6 1.4
C 1.2 -0.9 -0.2
C 0.3 0.6 0.3
S -0.5 0.9 0.5
O 0.5 0.3 -0.9
O -0.7 -0.5 0.8
C 1.8 1.5 -2.5
H -0.7 -0.9 -0.1
H -0.6 0.4 0.6
H 0.2 0.1 -0.3
H 0.7 -0.1 0.5
H -0.1 -0.3 0.1
H -0.1 0.1 -0.1
H -0.4 -0.4 -0.5
H -0.9 -1.2 0.6
C -0.7 0.4 -0.9
C -0.3 0.5 0.6
C 2.2 -0.6 -0.8
S -0.7 -0.2 -0.2
O -0.4 1.2 0.5
O -0.5 -0.1 0.2
C -1.5 -0.9 0.0
H 0.0 -0.3 0.4
H 0.0 0.2 -0.1
H 0.0 0.1 0.2
H 0.7 -0.4 -0.6
H -0.7 -0.6 -0.1
H 0.1 1.0 0.3
H 1.2 0.0 0.1
H 0.3 -0.1 0.2
C -0.6 -0.6 -0.2
C -0.3 -1.1 0.9
C 0.2 -0.2 -0.8
S 0.4 2.1 2.7
O -1.0 -1.0 -1.8
O 0.4 -0.2 0.0
C -0.3 -1.0 -0.9
H 1.0 0.8 -0.7
H 0.2 0.5 0.6
H 0.1 0.1 -0.3
H -0.2 0.2 -1.0
H 0.2 0.2 -0.2
H -0.2 -0.4 1.0
H 0.5 0.9 0.9
H -0.6 -0.2 -0.2
C 0.3 -1.1 -0.2
C 0.7 1.8 -0.1
C 0.0 0.2 0.1
S 0.6 0.7 1.0
O 0.5 0.3 -0.5
O -0.9 -0.6 0.1
C -1.3 0.4 -0.9
H 0.3 0.0 0.4
H -0.3 -0.4 0.3
H -0.9 -0.4 -0.1
H -1.0 0.0 -0.7
H 0.2 -0.8 -0.1
H -0.2 -0.3 0.7
H 1.5 -1.0 0.0
H 0.3 0.8 -0.2
C 1.2 -0.5 -1.3
C -2.7 0.5 0.1
C 0.8 -0.2 -0.7
S 0.6 -1.3 1.3
O -1.1 0.5 0.2
O 0.2 0.1 -0.4
C 0.5 0.8 -0.6
H -0.2 0.3 0.1
H -0.3 0.1 0.9
H 0.6 0.1 0.4
H 0.5 -0.3 -0.2
H -0.2 -0.3 0.0
H 0.7 0.8 0.1
H -0.9 -0.1 0.8
H 0.2 -0.3 -0.5
C -1.1 0.3 -0.6
C 0.7 -0.7 -0.5
C -1.4 0.1 0.7
S 0.7 0.0 2.2
O -0.3 0.2 0.0
O -0.9 -0.3 -0.9
C 0.9 -2.3 -0.7
H 0.4 0.6 0.2
H 0.0 0.5 0.0
H -0.4 0.6 0.7
H 0.9 -0.7 -0.7
H 0.3 0.5 -0.4
H 0.1 -0.1 0.0
H -0.5 0.2 0.2
H 0.5 1.1 -0.1
C 1.1 1.1 -0.1
C -1.8 0.8 -1.7
C 0.5 -0.1 -1.0
S 0.0 0.5 3.0
O 0.4 0.7 -0.7
O -0.3 -0.4 -1.3
C -0.9 -1.0 -0.6
H -0.2 -0.4 0.0
H -0.2 -0.3 0.4
H 0.6 -0.5 0.5
H -0.2 -0.1 0.5
H 0.4 -0.5 0.8
H -0.1 0.2 -0.2
H 0.2 -0.3 0.3
H 0.6 0.2 0.1
C 0.4 1.0 -0.2
Cl 0.2 -0.4 -0.2
Cl -0.4 0.4 -0.1
H 0.3 -0.1 0.3
H -0.6 -1.0 0.2
C 0.3 0.4 1.9
Cl -0.1 0.0 -0.4
Cl -0.2 -0.2 -2.0
H 0.0 0.1 0.6
H 0.0 -0.3 -0.2

Computed properties:
**Charge**: 0
**Maximum force**: 3.47 eV/Å
**DFT total energy**: -186681.1032 eV
**Structure (SMILES)**: O=S1(=O)CCCC1.O=S1(=O)CCCC1.O=S1(=O)CCCC1.O=S1(=O)CCCC1.O=S1(=O)CCCC1.O=S1(=O)CCCC1.O=S1(=O)CCCC1.ClCCl.ClCCl
**Molecular weight**: 1011.1 u
**LUMO energy**: 0.32 eV
**Frontier orbital gap**: 10.47 eV
**Relative energy (zero: lowest compared OMol25 entry of this formula, charge and spin)**: 0.000 eV

Here is a 7-piece molecular cluster, H14O7 overall at a distorted geometry from OMol25. Energies are from ωB97M-V/def2-TZVPD.

Cartesian coordinates (Å):
1 O 0.2890 -2.3672 0.6026
2 H -0.0717 -2.5692 1.4773
3 H 1.1032 -2.8567 0.5146
4 O -0.8768 0.3287 -0.1957
5 H -1.4799 0.5303 0.4821
6 H -0.5404 -0.5804 -0.0651
7 O 2.4197 1.3423 -0.9295
8 H 1.9874 2.0759 -1.3421
9 H 1.8005 0.6271 -1.0260
10 O 1.5572 -1.5841 -1.7856
11 H 0.9587 -2.0514 -1.2111
12 H 2.4311 -1.6300 -1.4200
13 O -2.2446 0.1621 2.2518
14 H -1.7554 0.4605 3.0345
15 H -3.0775 0.6337 2.2624
16 O -1.4573 1.3959 -2.7951
17 H -1.5265 1.1404 -1.8705
18 H -2.2035 1.9731 -2.8981
19 O 0.7340 1.1357 1.9444
20 H 0.2749 0.7485 1.2268
21 H 1.6778 1.0848 1.7423

Forces on the atoms, in the same order (eV/Å):
O -0.6 0.2 0.3
H 0.1 0.0 -0.2
H 0.4 -0.3 0.3
O 1.7 -0.7 -1.9
H -1.4 0.0 1.8
H -0.5 0.5 0.0
O 0.8 -0.2 0.6
H -0.4 0.7 -0.4
H -0.5 -0.6 -0.3
O -0.3 0.5 -0.8
H -0.2 -0.2 0.2
H 0.6 -0.1 0.3
O 0.3 -0.1 0.2
H -0.1 0.0 -0.3
H -0.3 0.1 0.2
O 0.2 -0.1 0.0
H 0.5 -0.4 0.3
H -0.5 0.5 -0.4
O 1.1 0.6 1.9
H -0.5 -0.4 -1.5
H -0.3 0.1 -0.2

Computed properties:
**Charge**: 0
**Maximum force**: 2.62 eV/Å
**DFT total energy**: -14559.9280 eV
**Structure (SMILES)**: O.O.O.O.O.O.O
**Molecular weight**: 126.1 u
**LUMO energy**: 0.09 eV
**Frontier orbital gap**: 10.86 eV
**Relative energy (zero: lowest compared OMol25 entry of this formula, charge and spin)**: 1.533 eV

Here is an isolated ion of composition C5H11N4 and charge +1 at a distorted geometry from OMol25. Energies are from ωB97M-V/def2-TZVPD.

Cartesian coordinates (Å):
1 C 1.8654 0.5034 2.7008
2 C 0.8149 -1.2224 2.1158
3 C -0.8884 -1.2723 -0.5511
4 C 0.8261 0.1937 -1.2838
5 C -1.0088 1.0375 0.0570
6 N 1.5367 -0.7607 3.1087
7 N 1.3683 0.7982 1.5563
8 N 0.7298 -0.2663 1.2281
9 N -0.1865 -0.0876 -0.1694
10 H 2.4948 1.2041 3.3549
11 H 0.5146 -2.2393 2.0621
12 H -1.9340 -1.3586 -0.0304
13 H -1.1909 -1.3173 -1.5388
14 H -0.2663 -2.1169 -0.4119
15 H 1.6108 -0.6291 -1.2886
16 H 0.2947 0.0471 -2.2177
17 H 1.1278 1.2056 -1.0185
18 H -0.3606 1.7844 0.5703
19 H -1.4557 1.3138 -0.9327
20 H -1.8754 0.8179 0.7182

Forces on the atoms, in the same order (eV/Å):
C 1.6 0.3 3.3
C 0.4 -1.5 1.8
C -3.2 -1.6 3.1
C 0.6 -1.0 1.1
C -1.8 2.1 0.6
N 0.5 0.2 0.1
N 0.1 2.6 -1.4
N -2.9 0.1 -5.0
N 3.5 -1.3 1.1
H -1.1 -1.2 -1.4
H -0.7 -0.4 -0.3
H 2.3 0.0 -0.3
H -0.1 0.7 -2.3
H 0.5 -1.0 0.5
H -0.7 1.4 0.4
H -0.2 0.7 -0.1
H 0.7 -0.2 -0.8
H -0.8 0.0 -0.9
H 0.7 0.3 0.8
H 0.8 -0.2 -0.3

Computed properties:
**Charge**: +1
**Maximum force**: 5.76 eV/Å
**DFT total energy**: -11313.5675 eV
**Structure (SMILES)**: C[N+](C)(C)n1cncn1
**Molecular weight**: 127.2 u
**LUMO energy**: -4.38 eV
**Frontier orbital gap**: 10.27 eV
**Relative energy (zero: lowest compared OMol25 entry of this formula, charge and spin)**: 4.280 eV